{"formula": "C28H67BI2N3O24P5", "method": "ωB97M-V/def2-TZVPD", "symbols": ["C", "O", "C", "C", "C", "C", "C", "C", "N", "C", "C", "O", "O", "C", "B", "N", "O", "N", "C", "I", "C", "C", "I", "H", "H", "H", "H", "H", "H", "H", "H", "H", "H", "H", "H", "H", "H", "H", "H", "H", "H", "H", "H", "H", "H", "C", "O", "P", "O", "O", "C", "O", "C", "H", "H", "H", "H", "H", "H", "H", "H", "H", "C", "O", "P", "O", "O", "C", "O", "C", "H", "H", "H", "H", "H", "H", "H", "H", "H", "C", "O", "P", "O", "O", "C", "O", "C", "H", "H", "H", "H", "H", "H", "H", "H", "H", "C", "O", "P", "O", "O", "C", "O", "C", "H", "H", "H", "H", "H", "H", "H", "H", "H", "C", "O", "P", "O", "O", "C", "O", "C", "H", "H", "H", "H", "H", "H", "H", "H", "H"], "xyz": [[3.094520, 6.514677, 3.576522], [3.314572, 5.937497, 2.213350], [4.440692, 4.984828, 2.225020], [4.583693, 4.214873, 0.774634], [3.231209, 3.338734, 0.363082], [2.988063, 2.137883, 1.454540], [1.856970, 2.513631, 2.580162], [0.408229, 2.991370, 1.979670], [0.115234, 4.478234, 1.996831], [-1.259655, 4.789671, 1.448238], [-1.952834, 6.266552, 1.278971], [-3.088350, 6.510959, 1.950353], [-1.296909, 7.297338, 0.407578], [-1.785104, 3.278414, 1.081134], [-3.285367, 3.030987, 0.455337], [-3.739291, 3.416985, -0.955730], [-4.353916, 2.415158, 1.319523], [-0.753361, 2.213542, 1.382459], [-0.740770, 0.713184, 1.190113], [-2.387353, -0.366633, 2.144126], [-0.553141, 0.417710, -0.416639], [0.682691, -0.614563, -0.774842], [-2.360975, -0.294133, -1.436031], [3.217331, 5.667638, 4.379252], [1.990758, 6.941389, 3.682074], [3.837601, 7.421355, 3.729029], [4.289542, 4.178949, 3.072070], [5.459569, 5.552782, 2.421774], [4.759865, 4.987316, -0.090306], [5.471211, 3.437784, 0.794142], [3.324419, 2.847422, -0.698430], [2.354062, 4.120346, 0.308631], [2.683351, 1.098929, 0.973759], [4.014030, 1.960945, 2.038522], [1.665027, 1.520186, 3.208465], [2.209045, 3.333489, 3.359372], [0.678733, 5.301581, 2.308623], [-3.802812, 2.582610, -1.584957], [-4.749853, 3.723856, -0.823617], [-4.703127, 1.577791, 0.848538], [0.260479, 0.323081, 1.710301], [-0.265680, 1.463196, -0.910672], [1.466655, -0.734689, 0.090764], [1.226482, -0.196244, -1.750125], [0.181471, -1.640934, -1.099042], [-0.045550, -8.352819, -1.013018], [-0.203484, -7.071448, -0.436513], [1.022554, -5.945075, -0.906580], [0.536450, -4.968703, 0.169893], [0.228685, -5.638928, -2.320964], [-1.165123, -5.388487, -2.305863], [2.248661, -4.818581, -1.376623], [3.454683, -4.966047, -0.650965], [-0.926982, -8.957062, -0.779502], [0.053845, -8.280380, -2.101027], [0.842019, -8.837387, -0.595708], [-1.514032, -5.024267, -1.337132], [-1.693232, -6.313023, -2.560724], [-1.395934, -4.638555, -3.067745], [3.850277, -5.971349, -0.796789], [3.280434, -4.785047, 0.413807], [4.179219, -4.239519, -1.023107], [7.679667, 10.163295, 9.148543], [7.193749, 8.837178, 9.081368], [6.029458, 8.589390, 7.826029], [5.692911, 7.213754, 8.411484], [7.235280, 8.428576, 6.710427], [8.344704, 7.593421, 6.988535], [4.865062, 8.341523, 6.570636], [3.562787, 8.771676, 6.919723], [8.503099, 10.202513, 9.867557], [8.048901, 10.492318, 8.171660], [6.880480, 10.831747, 9.482019], [8.114486, 6.825580, 7.730326], [9.172310, 8.213174, 7.348525], [8.658017, 7.104665, 6.061665], [3.578671, 9.835775, 7.156009], [3.194527, 8.204516, 7.779710], [2.898384, 8.604221, 6.070127], [-6.247944, -2.993039, -7.809953], [-5.434831, -4.142247, -7.678122], [-4.212411, -3.989608, -6.463527], [-3.548491, -5.273688, -6.972196], [-5.305251, -4.368690, -5.286057], [-6.168888, -5.477840, -5.458003], [-2.989869, -3.837014, -5.248877], [-1.852545, -3.116124, -5.684335], [-7.072828, -3.219439, -8.491768], [-6.662902, -2.696788, -6.840966], [-5.657531, -2.169704, -8.222585], [-5.768647, -6.214924, -6.157538], [-7.137779, -5.118744, -5.819830], [-6.320294, -5.959363, -4.487773], [-2.148718, -2.112189, -5.988943], [-1.373943, -3.633397, -6.521135], [-1.144637, -3.044132, -4.856706], [2.995120, -7.624354, -4.459663], [3.373289, -8.705618, -3.630766], [4.571799, -9.733531, -4.337744], [4.343760, -10.762427, -3.225196], [5.766448, -8.690175, -3.880954], [5.787520, -8.178909, -2.560419], [5.770374, -10.761570, -5.044724], [5.237906, -11.692028, -5.968596], [2.345500, -6.952733, -3.890909], [3.874587, -7.064380, -4.794114], [2.448272, -8.000770, -5.329146], [5.257670, -8.822158, -1.854498], [5.333073, -7.182869, -2.559641], [6.827874, -8.083269, -2.236918], [4.734540, -11.160363, -6.776274], [4.533057, -12.362075, -5.467508], [6.056974, -12.281306, -6.384726], [-8.764824, 4.434730, -0.004920], [-8.479665, 3.059919, -0.171630], [-8.804216, 2.109899, 1.237263], [-8.076020, 0.920766, 0.601585], [-10.406704, 2.041318, 0.847691], [-10.796286, 1.721118, -0.475694], [-9.128747, 1.159760, 2.646228], [-8.101618, 1.226724, 3.617482], [-8.666320, 4.936422, -0.971958], [-9.785605, 4.578383, 0.364215], [-8.054742, 4.874985, 0.701262], [-10.029004, 1.159671, -1.013179], [-11.015038, 2.648939, -1.014130], [-11.709861, 1.121047, -0.437881], [-7.963808, 2.260328, 3.935382], [-7.166162, 0.835333, 3.206874], [-8.393619, 0.623804, 4.479171]], "atomic_forces_ev_per_a": [[-0.1, 0.3, 0.0], [0.7, -0.8, 1.8], [0.8, -0.5, -0.5], [-0.8, -0.4, -0.5], [0.2, 0.3, 0.3], [0.1, 0.3, 0.4], [-0.9, -1.0, 0.4], [-1.1, 2.3, -0.4], [-3.8, -3.6, -1.9], [1.5, -6.1, -0.4], [-1.9, 6.2, -1.1], [5.9, -2.4, -3.2], [-2.7, -6.6, 4.8], [1.7, 3.0, 0.8], [-2.4, -1.1, 0.0], [-0.8, -0.7, 1.7], [2.2, -0.7, -2.2], [1.8, 6.2, 2.2], [2.0, 0.0, -0.8], [1.0, 0.6, -0.1], [1.8, 1.1, -0.1], [-0.7, -0.2, -1.0], [0.8, 0.5, 0.2], [0.0, 1.7, -1.4], [2.3, -1.0, -0.6], [-1.4, -2.0, -0.1], [0.3, 1.6, -1.5], [-2.0, -1.1, -0.3], [-0.2, -1.4, 1.8], [-1.6, 1.8, 0.2], [0.1, 1.1, 2.0], [1.5, -1.8, 0.2], [0.6, 2.3, 0.8], [-2.3, 0.3, -1.2], [0.3, 2.2, -1.2], [-0.8, -1.6, -1.9], [0.0, -1.5, -0.3], [0.4, 1.0, 0.6], [1.6, -0.6, -0.3], [0.5, 2.2, 0.9], [-2.4, 1.0, -1.0], [-0.9, -2.2, 1.2], [-1.7, 0.2, -1.7], [-1.1, -0.9, 2.2], [1.5, 2.0, 1.0], [-0.2, -0.9, -0.2], [3.0, -1.1, -0.5], [-6.9, 7.7, 1.2], [1.0, -1.5, 0.2], [2.1, -0.3, -0.1], [-0.8, -0.4, 0.0], [0.7, -3.4, -1.1], [0.5, 0.1, 0.4], [0.1, 0.2, 0.0], [0.0, -0.1, 0.0], [-0.2, -0.2, -0.1], [0.2, -0.1, 0.0], [-0.1, 0.2, 0.1], [0.3, -0.1, 0.0], [0.3, 0.1, 0.1], [0.0, 0.0, 0.0], [-0.1, -0.1, -0.1], [0.5, 0.6, 0.3], [-2.0, 2.5, -0.7], [2.9, -9.9, -0.8], [-0.5, 1.7, 0.7], [-1.5, 1.1, -0.5], [0.7, 0.1, 0.4], [0.9, 3.5, 0.5], [-0.6, 0.0, 0.2], [-0.2, -0.1, -0.1], [0.1, 0.1, 0.0], [0.3, 0.1, 0.1], [-0.1, 0.1, 0.0], [0.0, -0.2, 0.0], [-0.2, 0.2, 0.0], [-0.4, 0.0, -0.1], [0.0, 0.0, 0.0], [0.2, 0.0, 0.0], [-0.6, 0.5, -0.3], [1.3, 2.9, 0.4], [-0.3, -10.3, 1.6], [0.0, 1.7, -0.8], [1.2, 1.5, 0.3], [-0.7, -0.2, -0.3], [-1.8, 3.1, -0.7], [0.6, 0.2, -0.2], [0.2, 0.0, 0.1], [-0.1, 0.1, 0.0], [-0.3, 0.1, -0.1], [0.1, 0.2, 0.0], [0.1, -0.2, 0.0], [0.2, 0.3, 0.0], [0.3, 0.1, 0.1], [0.0, 0.0, 0.0], [-0.1, 0.0, 0.0], [-0.4, 0.7, -0.2], [-0.2, -0.4, -3.1], [3.6, -2.5, 9.4], [-1.1, 0.4, -1.4], [0.0, -0.6, -1.7], [-0.3, 0.5, 0.3], [-1.4, 2.6, -2.3], [-0.2, -0.6, -0.3], [0.0, -0.1, -0.1], [0.0, 0.1, 0.0], [-0.1, 0.3, 0.0], [0.0, -0.1, -0.2], [0.0, -0.1, 0.1], [-0.1, -0.1, -0.3], [0.1, -0.3, -0.2], [0.0, 0.0, 0.0], [0.0, 0.2, 0.1], [-0.1, 0.9, -0.2], [0.6, 1.3, 2.9], [-2.0, -8.2, -5.9], [0.8, 1.5, 0.7], [0.5, 0.4, 1.8], [-0.1, 0.4, -0.6], [-0.2, 3.7, 0.5], [0.5, -0.1, 0.4], [0.0, -0.1, 0.1], [0.0, 0.1, 0.0], [-0.1, 0.2, -0.2], [0.1, 0.1, 0.2], [0.0, -0.2, -0.1], [0.1, 0.1, 0.3], [0.2, -0.1, 0.3], [0.0, 0.1, 0.0], [-0.1, 0.1, -0.2]], "lowdin_charge": [-0.1063, -0.2733, -0.2229, -0.1649, -0.1935, -0.1914, -0.1217, -0.0498, 0.1300, 0.0645, -0.3996, -0.1097, -0.2472, 0.0587, -0.4743, 0.0953, -0.0629, -0.0552, -0.7073, 0.8539, -0.7418, -0.1734, 0.7915, 0.0990, 0.1070, 0.1087, 0.1112, 0.1394, 0.1213, 0.1194, 0.1132, 0.1119, 0.0973, 0.1257, 0.1262, 0.1184, 0.1436, 0.0314, 0.0868, 0.0928, 0.0995, 0.1088, 0.0750, 0.0992, 0.0593, -0.1519, -0.2669, 0.7480, -0.2786, -0.2899, -0.0971, -0.2580, -0.1556, 0.0941, 0.0793, 0.0849, 0.0925, 0.0936, 0.0741, 0.0658, 0.0822, 0.0901, -0.1623, -0.2734, 0.7517, -0.2726, -0.2825, -0.1160, -0.2587, -0.1551, 0.0927, 0.0807, 0.0811, 0.0895, 0.0857, 0.0928, 0.0780, 0.0839, 0.0796, -0.1618, -0.2732, 0.7528, -0.2721, -0.2810, -0.1144, -0.2612, -0.1569, 0.0928, 0.0812, 0.0808, 0.0896, 0.0861, 0.0941, 0.0771, 0.0838, 0.0790, -0.1524, -0.2876, 0.7528, -0.2731, -0.2772, -0.1166, -0.2428, -0.1574, 0.0761, 0.0842, 0.0848, 0.0887, 0.0734, 0.0961, 0.0760, 0.0822, 0.0904, -0.1586, -0.2788, 0.7539, -0.2856, -0.2797, -0.1165, -0.2433, -0.1533, 0.0931, 0.0807, 0.0849, 0.0881, 0.0853, 0.0932, 0.0793, 0.0778, 0.0894], "gap_ev": 4.62, "lumo_ha": -0.11168, "total_charge": 0, "e_tot_ha": -5403.31084, "largest_force_ev_per_a": 10.41}